Entry from the Open Molecules 2025 dataset: a cluster of 9 separate species, C14H22BrCl25Si in total (ωB97M-V/def2-TZVPD).

Last column: natural (NBO) charge in e.
Atoms and positions in Å:
C -3.074479 0.023939 -4.672589  -0.65
C -1.796451 -0.745272 -4.381733  -0.19
Br -0.619239 -0.589553 -5.964009  -0.06
C -1.993889 -2.217762 -4.052919  -0.88
Si -3.176740 -2.483617 -2.601132  1.14
C -2.680229 -1.338235 -1.194168  -0.85
C -1.273038 -1.610180 -0.648157  -0.43
C -0.879301 -0.628866 0.465883  -0.35
Cl 0.374515 0.533918 -0.092572  -0.10
H -2.824197 0.996055 -5.103217  0.24
H -3.637740 0.210004 -3.754788  0.22
H -3.705552 -0.505759 -5.389744  0.22
H -1.232756 -0.255042 -3.586372  0.21
H -2.367852 -2.749107 -4.934511  0.25
H -1.023317 -2.667752 -3.814452  0.25
H -4.542783 -2.104069 -3.031818  -0.17
H -3.150172 -3.893867 -2.158122  -0.16
H -3.415476 -1.407581 -0.384618  0.23
H -2.721148 -0.306060 -1.565854  0.23
H -1.207090 -2.628464 -0.255154  0.22
H -0.542640 -1.510201 -1.454844  0.22
H -0.481089 -1.120777 1.351592  0.22
H -1.726379 -0.013061 0.768367  0.21
Cl -5.944526 1.972953 -4.103290  0.02
C -6.396589 2.601033 -5.688103  -0.28
Cl -6.001487 4.318367 -5.791125  0.01
Cl -5.602032 1.702397 -6.977038  0.03
H -7.466440 2.490202 -5.806296  0.23
Cl 2.235678 -1.513360 -2.352906  0.01
C 2.738321 -2.156820 -3.917520  -0.29
Cl 4.491275 -2.090887 -4.091693  0.02
Cl 2.144418 -3.804330 -4.136785  0.01
H 2.296211 -1.538807 -4.688353  0.24
Cl 0.388905 0.386076 4.017911  0.02
C 1.884686 0.298744 3.087172  -0.29
Cl 3.241004 0.950172 4.011153  0.02
Cl 2.212253 -1.361865 2.588642  0.01
H 1.758248 0.894053 2.191780  0.25
Cl -2.115712 6.895503 -4.569457  0.02
C -2.478732 5.225480 -4.996534  -0.29
Cl -1.589359 4.722758 -6.433388  0.02
Cl -2.153141 4.138291 -3.643993  0.01
H -3.534859 5.157707 -5.217301  0.23
Cl 5.559639 -1.665646 5.830914  0.01
C 3.863343 -2.146202 5.890811  -0.28
Cl 3.660159 -3.819656 5.382504  0.03
Cl 3.199687 -1.891229 7.506450  0.01
H 3.317049 -1.514794 5.202043  0.23
Cl -4.635645 8.653615 -0.204730  0.02
C -3.570812 7.254591 -0.347566  -0.29
Cl -4.322388 5.986774 -1.317805  0.02
Cl -2.006372 7.716468 -1.014133  0.02
H -3.406185 6.858482 0.645736  0.23
Cl 2.231911 -4.168013 11.333529  0.02
C 3.753649 -4.198164 10.441168  -0.29
Cl 5.007811 -3.306383 11.301659  0.02
Cl 4.264012 -5.854707 10.117883  0.02
H 3.591440 -3.708684 9.490597  0.23
Cl 9.743078 -1.697642 8.195671  0.02
C 9.315832 -1.331151 6.525655  -0.29
Cl 9.323907 0.409425 6.237715  0.02
Cl 10.388210 -2.162057 5.399716  0.02
H 8.310589 -1.691383 6.354243  0.22

Cartesian forces (eV/Å) of the 2 atoms listed first:
0.277 0.224 -0.191
-0.148 -0.123 0.078

Results
LUMO = 0.14 eV
Molecular weight = 1184.64 g mol⁻¹
HOMO-LUMO gap = 10.27 eV
Charge = 0
SMILES string = C[C@H](Br)C[SiH2]CCCCl.ClC(Cl)Cl.ClC(Cl)Cl.ClC(Cl)Cl.ClC(Cl)Cl.ClC(Cl)Cl.ClC(Cl)Cl.ClC(Cl)Cl.ClC(Cl)Cl
Energy relative to the best compared isomer or geometry (same formula, charge and spin) = 0.0 kJ/mol
Calculated total energy = -405855.80048 eV
Highest occupied orbital energy = -10.127 eV

=====

Entry from the Open Molecules 2025 dataset: a cluster of 2 separate species, C14H22BrN7O3 in total in a non-equilibrium geometry (ωB97M-V/def2-TZVPD).

Last column: natural (NBO) charge in e.
Atoms and positions in Å:
C 3.423417 -1.498668 -4.488295  -0.41
N 2.817984 -0.809262 -3.350273  -0.61
C 1.817633 -1.308770 -2.612126  0.66
O 1.364932 -2.429462 -2.821770  -0.63
C 1.267847 -0.446694 -1.449597  -0.13
C -0.247117 -0.569037 -1.211337  -0.61
N 1.645197 0.975053 -1.426573  -0.64
C 1.403265 1.950024 -2.305293  0.68
C 0.864636 1.669934 -3.696467  -0.71
O 1.605816 3.109492 -1.975554  -0.66
H 3.989813 -2.362665 -4.135801  0.21
H 2.641422 -1.850148 -5.165142  0.22
H 4.089188 -0.825494 -5.029878  0.21
H 3.167064 0.103933 -3.103739  0.40
H 1.735189 -0.878723 -0.563966  0.23
H -0.814198 -0.249800 -2.083673  0.21
H -0.542881 0.033866 -0.353446  0.22
H -0.495758 -1.610572 -1.002845  0.23
H 1.962035 1.329400 -0.531392  0.44
H 1.693126 1.473434 -4.371961  0.23
H 0.180193 0.828417 -3.702120  0.22
H 0.331617 2.553861 -4.042365  0.25
N 0.098161 3.729255 0.451789  -0.77
C 0.181598 2.632435 1.231288  0.43
N 1.392395 2.135875 1.377809  -0.54
C 1.493645 1.044163 2.140136  0.27
N 0.457033 0.381572 2.660608  -0.53
C -0.748014 0.905122 2.454804  0.35
C -0.959924 2.048214 1.737194  -0.05
N -2.327262 2.338303 1.649793  -0.46
C -2.913410 1.369586 2.319893  0.32
Br -4.809842 1.235443 2.538694  0.10
N -1.991797 0.462944 2.833701  -0.38
C -2.278484 -0.780085 3.564061  -0.22
C -2.474529 -1.926263 2.565040  -0.43
C -2.780908 -3.244560 3.271994  -0.06
O -1.695107 -3.595075 4.130539  -0.73
H -0.855405 3.924366 0.170032  0.39
H 0.819860 3.753383 -0.270594  0.43
H 2.487842 0.641241 2.311180  0.19
H -1.447470 -1.004009 4.242417  0.24
H -3.174716 -0.657419 4.180798  0.22
H -1.570220 -2.040076 1.958258  0.21
H -3.301040 -1.683142 1.889878  0.21
H -3.701424 -3.151555 3.859004  0.18
H -2.935133 -4.034524 2.529120  0.17
H -0.866270 -3.673310 3.626172  0.47

Cartesian forces (eV/Å) of the 2 atoms listed first:
-0.329 -0.236 0.374
0.638 0.926 -0.149

Results
LUMO = 0.45 eV
Molecular weight = 416.28 g mol⁻¹
HOMO-LUMO gap = 9.11 eV
Charge = 0
SMILES string = CNC(=O)[C@H](C)NC(C)=O.Nc1ncnc2c1nc(Br)n2CCCO
Calculated total energy = -101492.46699 eV
Highest occupied orbital energy = -8.657 eV

=====

Entry from the Open Molecules 2025 dataset: a structure of composition C14H22Cl2FMgN2O3S in a non-equilibrium geometry (ωB97M-V/def2-TZVPD).

Last column: natural (NBO) charge in e.
Atoms and positions in Å:
Mg 1.370092 0.037095 -0.593366  1.80
C 0.834720 2.418346 1.782679  -0.25
O 1.565448 1.377231 1.169861  -0.63
C 2.388291 0.715716 2.226104  -0.08
C 3.195465 -0.373809 1.576003  -0.11
O 2.254061 -1.140311 0.912349  -0.63
C 2.679780 -2.350027 0.209016  -0.11
C 1.475969 -2.946133 -0.417112  -0.09
O 0.801535 -1.975820 -1.200272  -0.63
C -0.551002 -2.287530 -1.604784  -0.26
H 0.578060 2.108588 2.788822  0.18
H -0.124303 2.495724 1.287112  0.21
H 1.440641 3.313213 1.753236  0.20
H 1.685939 0.377093 2.952801  0.19
H 2.984727 1.485199 2.764614  0.21
H 3.730511 -1.029187 2.249059  0.21
H 3.925778 0.103345 0.928678  0.21
H 3.162338 -3.056074 0.901669  0.22
H 3.376986 -2.047179 -0.587586  0.23
H 0.740763 -3.303502 0.341213  0.20
H 1.755856 -3.819909 -1.017336  0.21
H -0.493717 -3.207832 -2.281533  0.19
H -0.955850 -1.457453 -2.131247  0.21
H -1.199063 -2.590408 -0.814277  0.20
Cl -2.915690 -3.010198 1.231460  0.00
C -2.386139 -2.268880 2.711528  -0.42
Cl -0.657955 -2.123169 2.777426  -0.03
H -2.680186 -2.834319 3.543950  0.23
H -2.810746 -1.232812 2.743686  0.23
N 1.416784 2.228588 -2.943153  -0.77
C 0.187680 2.020916 -2.536355  0.33
N -0.127795 1.120857 -1.634619  -0.75
C -1.486847 1.319493 -1.280351  0.10
C -2.170087 0.630122 -0.256889  -0.21
C -3.553237 0.860851 -0.114595  -0.22
C -4.222344 1.843586 -0.783297  -0.20
C -3.517395 2.580302 -1.743685  -0.19
C -2.176533 2.301243 -1.963704  -0.23
S -1.154228 2.922004 -3.222778  0.39
H 2.217636 1.709614 -2.538200  0.46
H 1.612184 2.994098 -3.539103  0.41
H -1.648773 -0.068361 0.326172  0.19
H -4.187109 0.297083 0.606528  0.22
H -5.305673 2.083526 -0.575764  0.24
H -3.930623 3.414127 -2.282320  0.23
F 2.874045 0.364931 -1.721638  -0.91

Cartesian forces (eV/Å) of the 2 atoms listed first:
0.415 0.259 -0.620
-0.602 -0.196 -0.087

Results
LUMO = -1.91 eV
Molecular weight = 412.62 g mol⁻¹
HOMO-LUMO gap = 9.41 eV
Charge = +1
Energy relative to the best compared isomer or geometry (same formula, charge and spin) = 93.6 kJ/mol
Calculated total energy = -68038.08634 eV
Highest occupied orbital energy = -11.315 eV

=====

Entry from the Open Molecules 2025 dataset: a structure of composition C14H22Cl6F12N2O10S4Zn in a non-equilibrium geometry (ωB97M-V/def2-TZVPD).

Last column: Mulliken charge in e.
Atoms and positions in Å:
Zn -2.660935 -1.792072 0.340564  1.66
C -7.230399 0.026232 1.632632  0.74
F -7.923346 0.867265 2.353634  -0.22
F -8.009523 -1.011867 1.595544  -0.20
F -7.040281 0.565459 0.393939  -0.21
S -5.636943 -0.367407 2.553924  0.93
O -4.559631 0.313338 1.862653  -0.66
O -5.678464 -0.081212 3.952214  -0.50
N -5.090161 -1.956783 2.070962  -0.31
S -5.886171 -2.954333 2.995628  0.81
O -7.141686 -2.517899 3.613034  -0.58
O -6.046916 -4.205416 2.298652  -0.65
C -4.603609 -3.266596 4.533903  0.63
F -4.568267 -2.169252 5.294216  -0.20
F -5.115513 -4.310519 5.268716  -0.21
F -3.337573 -3.447998 4.119727  -0.21
C 1.021475 1.562803 -0.765350  0.67
F 0.055998 1.636549 -1.751068  -0.24
F 2.110422 1.925380 -1.344220  -0.20
F 0.717529 2.397390 0.287193  -0.20
S 1.243178 -0.280301 -0.248703  0.90
O 0.627599 -0.979842 -1.347591  -0.69
O 2.668648 -0.510866 -0.159392  -0.53
N 0.105370 -0.672296 1.031026  -0.19
S 0.896841 -0.267994 2.387974  0.83
O 1.807239 0.906925 2.412630  -0.55
O -0.127547 -0.259179 3.398488  -0.64
C 1.964631 -1.776676 2.964543  0.66
F 1.167884 -2.761188 3.325495  -0.21
F 2.794631 -2.152143 2.004934  -0.23
F 2.760878 -1.419059 3.956649  -0.22
C -3.902856 -0.985802 -3.014800  -0.89
O -3.763861 -2.151104 -2.169041  -0.29
C -3.903497 -3.289260 -3.020382  -0.64
C -3.709429 -4.423106 -2.048211  -0.63
O -2.714401 -4.084915 -1.026096  -0.28
C -2.338512 -5.288895 -0.267114  -0.91
H -4.157141 -0.187804 -2.317197  0.33
H -4.828061 -0.937737 -3.589058  0.34
H -3.070317 -0.939170 -3.716809  0.32
H -3.175291 -3.250306 -3.830499  0.41
H -4.884172 -3.346822 -3.492675  0.35
H -3.449363 -5.369254 -2.522839  0.42
H -4.617336 -4.727243 -1.527353  0.38
H -1.933393 -6.085954 -0.890553  0.36
H -3.127388 -5.865601 0.215781  0.36
H -1.531891 -5.076258 0.434502  0.33
Cl 7.191403 5.032061 -4.974091  -0.18
C 5.678025 4.770872 -5.898477  -0.44
C 4.572446 5.634243 -5.401985  -0.30
Cl 5.030904 7.300520 -5.483936  -0.17
H 5.517511 3.720477 -5.655540  0.26
H 5.809829 4.808215 -6.979835  0.32
H 4.149368 5.480225 -4.409317  0.26
H 3.772857 5.461315 -6.122305  0.25
Cl 1.527483 5.452021 3.811853  -0.19
C 3.312752 5.847751 3.748498  -0.40
C 3.613236 6.840370 2.595209  -0.44
Cl 3.673372 6.157831 1.010255  -0.15
H 3.851751 4.930126 3.512784  0.27
H 3.662390 5.984535 4.771789  0.34
H 4.550550 7.384525 2.711188  0.31
H 2.763741 7.522880 2.569972  0.27
Cl 7.672498 -1.595941 0.918720  -0.19
C 7.319640 -0.496968 -0.471138  -0.48
C 6.784848 -1.204716 -1.656099  -0.33
Cl 8.098769 -2.048127 -2.565990  -0.20
H 8.216820 0.105475 -0.613385  0.36
H 6.624850 0.287444 -0.171035  0.29
H 6.310672 -0.499297 -2.338485  0.28
H 6.115834 -1.907049 -1.158856  0.27

Cartesian forces (eV/Å) of the 2 atoms listed first:
-0.581 -0.442 -0.055
-1.090 0.537 -0.160

Results
LUMO = -5.76 eV
Molecular weight = 1012.69 g mol⁻¹
HOMO-LUMO gap = 4.72 eV
Charge = 0
Calculated total energy = -237821.62217 eV
Highest occupied orbital energy = -10.479 eV

=====

Entry from the Open Molecules 2025 dataset: a structure of composition C14H22ClI2O3P2Sc in a non-equilibrium geometry (ωB97M-V/def2-TZVPD).

Last column: natural (NBO) charge in e.
Atoms and positions in Å:
I 0.679610 3.199516 -2.576275  -0.18
I -1.510249 0.365832 -6.181153  0.01
Sc 0.237185 1.217254 -1.033643  1.01
P 2.141664 -0.262920 -1.910931  0.87
C 2.571596 -0.168100 -3.680539  -0.91
C 3.669983 0.143566 -1.067811  -0.94
H 4.350468 -0.698877 -1.265110  0.26
H 3.203222 -2.369060 -1.653132  0.25
H 3.512154 0.235352 0.003408  0.25
H 1.674385 -2.330712 -0.686081  0.25
H 2.697312 0.880776 -3.930840  0.26
H 4.092844 1.058970 -1.471666  0.27
C 2.135114 -2.077793 -1.656821  -0.92
H 3.508530 -0.725807 -3.747970  0.25
H 1.606096 -2.590703 -2.479642  0.26
H 1.778798 -0.615081 -4.277365  0.26
P -2.267770 1.656142 -0.655918  0.87
C -3.242986 2.357810 -2.028178  -0.91
C -3.393381 0.326852 -0.084278  -0.92
H -1.858940 2.575695 1.527829  0.25
H -3.548990 2.737952 0.976647  0.26
H -2.290052 3.835932 0.336743  0.27
C -2.492335 2.825982 0.681396  -0.94
H -2.867118 -0.355104 0.606145  0.25
H -4.205156 0.853852 0.453313  0.25
H -4.194133 2.619715 -1.559344  0.25
H -3.360351 1.615774 -2.815522  0.26
H -3.808554 -0.235962 -0.939358  0.26
H -2.711413 3.230402 -2.394509  0.26
C -0.743181 -0.111489 -2.360149  0.49
O -1.288219 -0.758735 -3.131182  -0.39
Cl 0.635753 -2.937829 6.714114  0.28
C 0.518739 -2.182438 5.144044  0.12
C 1.029123 -0.867912 4.975531  -0.16
C 0.939422 -0.242257 3.714318  -0.19
C 0.336131 -0.944194 2.638876  0.12
C -0.183025 -2.269348 2.791718  -0.17
C -0.078877 -2.865086 4.061613  -0.19
C 0.324152 -0.160204 1.390498  0.70
O 0.826374 1.029667 1.343197  -0.69
O -0.204007 -0.707217 0.347340  -0.70
H 1.498067 -0.310664 5.800765  0.27
H 1.385855 0.786941 3.744175  0.30
H -0.669045 -2.898451 2.021109  0.28
H -0.434792 -3.868036 4.314638  0.27

Cartesian forces (eV/Å) of the 2 atoms listed first:
0.130 0.703 -0.584
0.008 0.095 -0.157

Results
LUMO (alpha / beta) = -10.84 / -7.39 eV
Molecular weight = 634.49 g mol⁻¹
HOMO-LUMO gap (alpha / beta) = 3.60 / 6.71 eV
Charge = +2
Energy relative to the best compared isomer or geometry (same formula, charge and spin) = 64.2 kJ/mol
Calculated total energy = -89005.67430 eV
Highest occupied orbital energy (alpha / beta) = -14.443 / -14.098 eV